Record 1
The following is a DFT calculation (ωB97M-V with the def2-TZVPD basis set) of a cluster of 4 separate species, C33H46FNO12S3 in total.

Last column: Löwdin charge in e.
Element x y z (Å)
C1 1.046047 -2.038697 -0.415489  0.01
C2 0.833637 -1.333637 -1.910121  -0.28
O1 -0.400729 -1.125067 -2.380043  -0.05
O2 2.041641 -1.004401 -2.685372  -0.11
C3 1.672483 -0.525531 -4.056867  -0.18
C4 3.107254 -0.022553 -4.732304  -0.16
C5 3.611680 1.252707 -3.802898  -0.22
C6 5.079354 0.893641 -3.157434  -0.20
C7 5.629578 2.246202 -2.400779  -0.19
C8 5.486704 2.195568 -0.749635  -0.04
C9 4.217473 2.935251 0.048957  0.06
C10 4.079050 2.926489 1.682588  -0.08
N1 2.999039 3.595788 2.503308  0.01
C11 2.365810 4.775061 1.798668  -0.26
C12 3.146964 6.004385 1.046352  -0.04
O3 1.005935 4.832743 1.839513  -0.04
C13 1.863633 2.661588 2.860256  -0.26
C14 1.102874 1.613860 1.854335  0.00
O4 1.396496 2.728252 4.134104  -0.02
C15 5.248840 2.093957 2.531081  0.06
C16 6.514185 1.360870 1.722909  0.04
C17 6.693832 1.402702 0.084014  0.01
F1 7.873776 0.761841 -0.580996  -0.05
C18 7.662691 0.567924 2.623649  -0.19
O5 8.341775 -0.517371 2.185768  -0.03
C19 7.907327 1.200663 4.151861  0.01
C20 6.758844 1.842337 4.885996  0.02
C21 5.258496 1.928383 4.173625  -0.20
O6 4.180973 1.818927 4.955644  -0.01
H1 0.056698 -2.662571 -0.215823  0.10
H2 1.186473 -1.191905 0.381229  0.07
H3 1.998928 -2.738662 -0.420221  0.10
H4 1.167064 -1.369403 -4.698162  0.14
H5 0.990605 0.420957 -3.963855  0.13
H6 3.927555 -0.866637 -4.738417  0.12
H7 2.910356 0.369900 -5.825172  0.12
H8 2.860136 1.495843 -2.915709  0.12
H9 3.683207 2.182358 -4.514038  0.11
H10 5.807199 0.667108 -4.067423  0.12
H11 5.062970 -0.039643 -2.427898  0.13
H12 6.755222 2.406938 -2.677857  0.12
H13 5.062110 3.239996 -2.731114  0.12
H14 3.412965 3.506835 -0.621210  0.11
H15 2.793803 5.976885 -0.093107  0.10
H16 4.319772 5.900505 1.018677  0.09
H17 2.841245 7.084751 1.436351  0.11
H18 1.430729 0.493726 1.970220  0.09
H19 -0.051540 1.648328 2.150276  0.08
H20 1.166701 2.014371 0.747003  0.09
H21 8.996268 1.125076 4.579746  0.12
H22 6.965268 2.259222 5.960831  0.12
O7 -4.139141 -2.976926 1.855497  -0.33
S1 -4.248615 -3.152357 0.422537  0.67
O8 -4.184999 -4.456597 -0.206242  -0.34
C22 -5.719229 -2.316373 -0.137857  -0.23
C23 -5.255749 -0.897302 -0.431403  -0.21
C24 -3.915975 -1.039867 -1.152014  -0.21
C25 -3.083203 -2.057918 -0.374754  -0.23
H23 -6.492755 -2.365419 0.630413  0.11
H24 -6.061045 -2.815521 -1.049482  0.07
H25 -5.986515 -0.352953 -1.036625  0.12
H26 -5.114422 -0.346715 0.506317  0.12
H27 -4.087461 -1.405182 -2.171853  0.10
H28 -3.394579 -0.080756 -1.230444  0.12
H29 -2.435370 -2.637483 -1.037276  0.09
H30 -2.484838 -1.575339 0.402903  0.10
O9 -7.173507 -3.685390 -2.798439  -0.32
S2 -6.859507 -3.862612 -4.200626  0.68
O10 -7.818188 -3.584214 -5.251283  -0.33
C26 -5.348591 -2.987077 -4.555854  -0.23
C27 -4.250822 -4.000443 -4.268206  -0.22
C28 -4.740536 -5.320979 -4.860629  -0.22
C29 -6.195112 -5.504896 -4.431150  -0.22
H31 -5.280476 -2.092074 -3.935119  0.09
H32 -5.362561 -2.711492 -5.614582  0.11
H33 -3.294878 -3.691011 -4.700698  0.12
H34 -4.114086 -4.109048 -3.185641  0.11
H35 -4.682134 -5.273726 -5.954837  0.12
H36 -4.123182 -6.164133 -4.535263  0.12
H37 -6.776766 -6.028223 -5.194252  0.11
H38 -6.266919 -6.036382 -3.478240  0.11
O11 -2.844479 2.511935 3.016093  -0.32
S3 -2.460367 1.237555 3.585784  0.66
O12 -1.838261 0.191938 2.798308  -0.35
C30 -1.458805 1.542684 5.027791  -0.24
C31 -2.462677 1.653841 6.165611  -0.22
C32 -3.474194 0.531787 5.936640  -0.22
C33 -3.863399 0.559537 4.459542  -0.22
H39 -0.867034 2.448744 4.886917  0.09
H40 -0.800311 0.680013 5.166467  0.12
H41 -1.975377 1.568490 7.141255  0.12
H42 -2.971436 2.624353 6.124262  0.12
H43 -3.010220 -0.432316 6.177819  0.12
H44 -4.353575 0.642426 6.578783  0.12
H45 -4.077102 -0.443216 4.080946  0.10
H46 -4.720996 1.214774 4.283867  0.11

Atoms 1-6, force components in eV/Å:
C 0.12 0.18 -1.13
C -4.00 0.51 -1.80
O 7.52 -1.10 2.54
O -4.13 -0.65 0.71
C 1.11 0.68 -1.16
C -0.94 0.58 0.99

Output
Kohn-Sham gap: 7.304 eV
HOMO: -9.42 eV
energy relative to the best compared isomer or geometry (same formula, charge and spin): 19.6622 eV
SMILES: CC(=O)OCCCCCc1cc(N(C(C)=O)C(C)=O)c2c(c1F)C(=O)C=CC2=O.O=S1(=O)CCCC1.O=S1(=O)CCCC1.O=S1(=O)CCCC1
E: -3536.3854 hartree

Record 2
The following is a DFT calculation (ωB97M-V with the def2-TZVPD basis set) of a structure of composition C33H47BHgN4O2P2.

Last column: Löwdin charge in e.
Element x y z (Å)
Hg1 -1.006134 -1.526535 -2.432173  1.01
C1 -0.407368 3.968057 -1.108887  -0.14
C2 -1.194037 3.458244 -2.063365  -0.11
C3 -0.653060 2.610764 -3.179660  -0.20
C4 0.670227 1.886641 -2.822255  -0.18
C5 1.804691 2.509536 -3.567343  -0.10
C6 2.038132 3.828361 -3.605190  -0.12
C7 1.402720 4.865990 -2.723403  -0.19
C8 1.007728 4.444739 -1.281462  -0.20
C9 0.163531 -3.099767 -3.230147  -0.38
H1 -0.785363 4.127079 -0.091821  0.10
H2 -2.297678 3.512107 -1.989966  0.11
H3 -0.525292 3.228162 -4.085482  0.11
H4 -1.401222 1.840958 -3.410256  0.06
H5 0.792334 1.914216 -1.730579  0.11
H6 0.583236 0.827755 -3.102218  0.06
H7 2.374814 1.797120 -4.159642  0.08
H8 2.781742 4.240515 -4.306562  0.10
H9 0.570384 5.392461 -3.212700  0.12
H10 2.204388 5.619516 -2.624488  0.11
H11 1.751289 3.759445 -0.836701  0.12
H12 1.069672 5.372010 -0.696960  0.11
H13 1.048334 -3.272734 -2.591977  -0.01
H14 0.493113 -2.757888 -4.232014  -0.19
H15 -0.464625 -3.997034 -3.355607  -0.03
P1 1.410926 -1.446292 -5.702411  1.12
P2 -2.388615 -0.798531 -5.552061  1.12
N1 2.623839 -0.289489 -6.197634  -0.28
N2 1.996164 -2.688578 -6.924958  -0.22
N3 -2.248564 0.806322 -6.243445  -0.29
N4 -3.834451 -1.190987 -6.731482  -0.23
C10 0.135243 -0.763167 -6.798042  -0.43
C11 -1.184256 -1.551791 -6.733391  -0.39
C12 3.811187 -0.120118 -5.475925  -0.16
C13 4.604669 0.802895 -6.144777  -0.10
C14 3.901059 1.210285 -7.321971  -0.08
C15 2.694781 0.523090 -7.334274  -0.15
C16 2.254894 -4.018676 -6.599890  -0.16
C17 2.792150 -4.660051 -7.703691  -0.11
C18 2.854493 -3.704784 -8.763518  -0.09
C19 2.336704 -2.510866 -8.268593  -0.14
C20 -2.622915 1.984078 -5.590212  -0.16
C21 -2.503512 3.050875 -6.469826  -0.08
C22 -2.061957 2.532735 -7.728168  -0.06
C23 -1.904931 1.156474 -7.561686  -0.19
C24 -4.279822 -0.622836 -7.927206  -0.15
C25 -5.261453 -1.436875 -8.499397  -0.09
C26 -5.404468 -2.571499 -7.638960  -0.11
C27 -4.503255 -2.411590 -6.594133  -0.18
H16 0.463223 -0.754299 -7.851064  0.07
H17 -0.001622 0.278574 -6.472653  0.07
H18 -1.626567 -1.596362 -7.748306  0.09
H19 -1.044176 -2.602962 -6.407722  0.08
H20 3.950881 -0.666637 -4.549535  0.10
H21 5.576908 1.157547 -5.825053  0.09
H22 4.221150 1.915698 -8.080396  0.09
H23 1.884754 0.559198 -8.050169  0.09
H24 2.007514 -4.380204 -5.606275  0.09
H25 3.103843 -5.700979 -7.750449  0.09
H26 3.232835 -3.860150 -9.768834  0.09
H27 2.162794 -1.569696 -8.778589  0.09
H28 -3.001228 1.942470 -4.579376  0.10
H29 -2.750905 4.081411 -6.260906  0.10
H30 -1.936450 3.069639 -8.655089  0.10
H31 -1.580424 0.429089 -8.288625  0.11
H32 -3.890197 0.303305 -8.316822  0.08
H33 -5.790386 -1.226486 -9.414172  0.09
H34 -6.082815 -3.401585 -7.778101  0.09
H35 -4.269611 -3.061193 -5.762374  0.09
C28 -2.740850 0.613210 1.669626  -0.01
C29 -1.338960 0.000294 1.601408  -0.50
C30 -0.410675 0.854835 2.440090  -0.02
O1 -0.922573 0.035484 0.233631  0.02
B1 -1.132746 -1.218179 -0.288805  -0.70
O2 -1.333027 -2.174551 0.688535  0.05
C31 -1.314251 -1.531062 1.968214  -0.48
C32 -0.028602 -1.957828 2.689159  -0.03
C33 -2.453416 -2.033556 2.849391  -0.02
H36 -3.035517 0.835815 2.708353  0.10
H37 -3.507101 -0.037581 1.214040  0.10
H38 -2.703770 1.562983 1.114642  0.09
H39 -0.472002 1.896953 2.100008  0.09
H40 -0.762894 0.800831 3.482711  0.10
H41 0.634791 0.513193 2.386214  0.09
H42 0.063754 -1.452194 3.676008  0.10
H43 -0.085380 -3.042242 2.905348  0.09
H44 0.887000 -1.763120 2.084842  0.11
H45 -3.437447 -1.917197 2.373349  0.09
H46 -2.303020 -3.096296 3.108339  0.09
H47 -2.416497 -1.467014 3.794231  0.10

Atoms 1-6, force components in eV/Å:
Hg 0.29 -0.71 1.28
C -0.54 0.25 0.35
C -0.35 -0.36 0.69
C -0.07 0.27 -0.37
C -0.51 0.24 0.14
C 0.47 0.37 -0.18

Output
Kohn-Sham gap: 7.458 eV
HOMO: -7.96 eV
energy relative to the best compared isomer or geometry (same formula, charge and spin): 0.3721 eV
E: -2516.0426 hartree